Molecular formula: C10H26ClO15
Method: DFT, ωB97M-V with the def2-TZVPD basis set

```
! RIJCOSX wB97M-V def2-TZVPD def2/J DEFGRID3
* xyz -1 1
Cl -14.7333 1.4285 -13.6063
O -12.5328 -3.2924 -14.1956
O -15.8221 3.5556 -9.4435
O -13.0619 -3.1139 -12.0479
O -15.3754 2.3598 -17.5766
O -10.5712 1.8623 -10.2447
O -14.7649 0.3074 -12.7231
O -13.8220 2.4621 -13.1888
O -8.6326 2.9805 -9.8362
O -13.3825 -5.0633 -13.1065
O -17.2945 0.7384 -10.9660
O -14.2654 1.0784 -14.9453
O -16.7522 -1.9817 -11.3433
O -15.5099 5.0831 -13.3479
O -9.4052 2.7069 -11.9178
O -16.1070 1.9012 -13.6168
C -13.0227 -3.9278 -13.1399
C -12.4225 -1.8902 -12.3873
C -10.5481 2.1765 -12.5648
C -17.4368 3.1332 -18.4463
C -12.2922 -1.9170 -13.8969
C -14.5043 3.2595 -9.9071
C -13.4246 3.2291 -8.8656
C -9.4496 2.5916 -10.5910
C -16.7952 2.2852 -17.3777
C -11.2952 1.4751 -11.3902
H -16.1501 4.4136 -13.6225
H -12.3477 1.7575 -11.3945
H -15.9531 4.5110 -9.4878
H -11.4660 -1.7470 -11.8841
H -14.9783 1.9676 -16.7864
H -11.1963 0.4040 -11.5567
H -16.1033 -1.7215 -12.0053
H -17.3333 1.3685 -10.2350
H -17.0139 4.1435 -18.5243
H -11.1115 2.9529 -13.0748
H -13.1180 4.2072 -8.4877
H -18.4615 3.4692 -18.2275
H -17.0423 2.7314 -16.4122
H -17.0803 1.2344 -17.4401
H -17.4667 2.7577 -19.4699
H -16.5577 1.0554 -11.5176
H -13.0348 -1.0216 -12.1230
H -14.8234 4.5695 -12.9055
H -10.1875 1.4099 -13.2497
H -12.9209 -1.2751 -14.5118
H -14.6406 2.2227 -10.2445
H -16.9263 -1.1560 -10.8466
H -14.1312 3.8010 -10.7821
H -12.5238 2.8125 -9.3224
H -13.6289 2.5158 -8.0653
H -11.2440 -1.7153 -14.1425
*
```


Molecular formula: C5H8O3
Method: DFT, ωB97M-V with the def2-TZVPD basis set

```
! RIJCOSX wB97M-V def2-TZVPD def2/J DEFGRID3
* xyz 0 1
O 1.0368 1.6784 1.6785
O -0.6916 -1.7506 -1.4417
O -0.9482 1.8196 -1.0234
C -0.3747 0.7977 -0.6672
C 1.1019 0.5552 -0.5381
C -1.3273 -0.6623 -0.8264
C 0.2010 -0.5864 1.4530
C 0.7952 0.5403 0.9349
H -1.8640 -0.9827 0.0646
H -0.4941 -1.4999 -2.3574
H 1.4592 -0.3910 -0.9512
H 0.3377 -1.5711 1.0164
H -2.0924 -0.2484 -1.4882
H -0.2167 -0.5600 2.4538
H 1.6639 1.4397 -0.8412
H 1.4135 1.4217 2.5338
*
```


ΔE to the lowest compared entry with this formula, charge and spin in kcal/mol, matching the order above: 0.0 76.0